Record 1
{
  "formula": "C3H2O3",
  "method": "ωB97M-V with the def2-TZVPD basis set",
  "species": ["C", "C", "C", "O", "O", "O", "H", "H"],
  "positions_angstrom": [[0.21616, -0.99868, -2.73406], [0.00844, 0.17712, -0.13833], [-0.08424, 0.00923, -1.57798], [-0.40638, -1.26560, -3.69011], [1.25299, -1.23516, -2.09501], [0.46809, 1.09854, -1.13417], [-0.88108, 0.48458, 0.39547], [0.78648, -0.32807, 0.41391]],
  "orbital_gap_ev": 10.607,
  "charge": 0,
  "multiplicity": 1,
  "largest_force_ev_per_a": 1.4,
  "de_lowest_kj_mol": 309.6
}

=====

Record 2
{
  "formula": "C3H2O3",
  "method": "ωB97M-V with the def2-TZVPD basis set",
  "species": ["C", "C", "O", "H", "H", "O", "C", "O"],
  "positions_angstrom": [[0.82326, 0.79201, -0.10192], [1.45748, -0.32040, 0.09437], [1.93921, -1.37114, 0.35783], [0.69172, 1.37755, 0.74830], [0.87463, 1.40143, -0.95207], [-2.01168, -1.31561, -0.92821], [-1.94470, -0.62194, -0.05189], [-1.82991, 0.05810, 0.83359]],
  "orbital_gap_ev": 10.252,
  "charge": 0,
  "smiles": "C=C=O.O=C=O",
  "multiplicity": 1,
  "largest_force_ev_per_a": 5.0,
  "de_lowest_kj_mol": 41.2
}

=====

Record 3
{
  "formula": "C3H2O3",
  "method": "ωB97M-V with the def2-TZVPD basis set",
  "species": ["O", "C", "C", "O", "C", "O", "H", "H"],
  "positions_angstrom": [[-0.28218, -2.40677, -1.07346], [-0.07508, -1.77837, -0.05768], [0.51403, -0.41307, -0.12442], [-0.42626, 0.46988, 0.10934], [0.04933, 1.81301, 0.07168], [-0.61686, 2.69270, 0.49024], [-0.21932, -2.21176, 0.95582], [1.05634, 1.83438, -0.37152]],
  "orbital_gap_ev": 9.022,
  "charge": 0,
  "multiplicity": 1,
  "largest_force_ev_per_a": 0.8,
  "de_lowest_kj_mol": 329.7
}

=====

Record 4
{
  "formula": "C3H2O3",
  "method": "ωB97M-V with the def2-TZVPD basis set",
  "species": ["C", "C", "C", "O", "O", "O", "H", "H"],
  "positions_angstrom": [[1.97160, 0.42201, 0.46566], [-1.50348, -0.12673, -0.46595], [-0.81516, 0.20620, 0.86556], [2.62088, -0.47597, 0.74631], [1.38076, 1.32000, 0.08887], [-0.33111, -0.75275, 0.26197], [-2.26894, -0.88143, -0.53792], [-1.05455, 0.28867, -1.42450]],
  "orbital_gap_ev": 10.509,
  "charge": 0,
  "multiplicity": 1,
  "largest_force_ev_per_a": 2.5,
  "de_lowest_kj_mol": 294.7
}

=====

Record 5
{
  "formula": "C3H2O3",
  "method": "ωB97M-V with the def2-TZVPD basis set",
  "species": ["O", "C", "C", "O", "C", "O", "H", "H"],
  "positions_angstrom": [[2.13582, 0.82447, 0.63229], [1.02162, 0.38188, 0.73504], [0.28016, -0.10768, -0.51328], [0.83738, -0.31370, -1.56106], [-1.22118, -0.31650, -0.37167], [-1.76690, -0.24719, 0.70203], [0.47162, 0.31038, 1.68903], [-1.75853, -0.53166, -1.31237]],
  "orbital_gap_ev": 8.349,
  "charge": 0,
  "smiles": "O=CC(=O)C=O",
  "multiplicity": 1,
  "largest_force_ev_per_a": 0.7,
  "de_lowest_kj_mol": 151.4
}

=====

Record 6
{
  "formula": "C3H2O3",
  "method": "ωB97M-V with the def2-TZVPD basis set",
  "species": ["C", "C", "C", "O", "O", "O", "H", "H"],
  "positions_angstrom": [[-0.27764, 0.68758, 1.80723], [0.51040, -0.37604, -1.11061], [-0.76203, 0.42296, -0.96744], [0.53016, 0.22593, 2.48466], [-1.05880, 1.17002, 1.14999], [-0.89169, -0.84193, -1.00780], [0.98821, -0.56978, -2.12247], [0.96139, -0.71875, -0.23357]],
  "orbital_gap_ev": 10.120,
  "charge": 0,
  "multiplicity": 1,
  "largest_force_ev_per_a": 3.1,
  "de_lowest_kj_mol": 313.4
}

=====

Record 7
{
  "formula": "C3H2O3V",
  "method": "ωB97M-V with the def2-TZVPD basis set",
  "species": ["O", "C", "C", "O", "C", "O", "H", "V", "H"],
  "positions_angstrom": [[2.28539, 1.79118, -0.50393], [1.41632, 1.21840, -1.01712], [0.44572, 0.21012, -0.85494], [-0.72759, 0.58190, -0.27625], [-1.11655, -0.32439, 0.64308], [-2.25136, -0.01435, 1.09631], [-2.62220, -0.70278, 1.67397], [0.54593, -1.69459, 0.39983], [0.93920, 0.30859, -2.11944]],
  "orbital_gap_ev": [9.088, 9.696],
  "charge": 2,
  "multiplicity": 4,
  "s2": 3.76,
  "largest_force_ev_per_a": 7.2,
  "de_lowest_kj_mol": 317.9
}

=====

Record 8
{
  "formula": "C3H2O4Pr",
  "method": "ωB97M-V with the def2-TZVPD basis set",
  "species": ["H", "C", "C", "O", "C", "O", "O", "Pr", "O", "H"],
  "positions_angstrom": [[1.45777, -1.38499, -0.94853], [1.49681, -0.74045, 0.04531], [0.03372, -0.95652, 0.11007], [-0.56157, 0.20818, 0.11305], [-2.10548, 0.41509, -0.08119], [-2.75740, -0.60026, -0.05171], [-2.27765, 1.60825, -0.25940], [0.80239, 2.31668, 0.24717], [1.97566, 0.53664, -0.00058], [1.93576, -1.40261, 0.82579]],
  "orbital_gap_ev": [5.722, 6.414],
  "charge": 0,
  "multiplicity": 4,
  "s2": 3.75,
  "largest_force_ev_per_a": 2.7,
  "de_lowest_kj_mol": 181.7
}